{
  "formula": "C35H67F2N4O10P2S",
  "method": "ωB97M-V with the def2-TZVPD basis set",
  "elements": ["S", "P", "P", "F", "F", "O", "O", "O", "O", "O", "O", "O", "O", "O", "O", "N", "N", "N", "N", "C", "C", "C", "C", "C", "C", "C", "C", "C", "C", "C", "C", "C", "C", "C", "C", "C", "C", "C", "C", "C", "C", "C", "C", "C", "C", "C", "C", "C", "C", "C", "C", "C", "C", "C", "H", "H", "H", "H", "H", "H", "H", "H", "H", "H", "H", "H", "H", "H", "H", "H", "H", "H", "H", "H", "H", "H", "H", "H", "H", "H", "H", "H", "H", "H", "H", "H", "H", "H", "H", "H", "H", "H", "H", "H", "H", "H", "H", "H", "H", "H", "H", "H", "H", "H", "H", "H", "H", "H", "H", "H", "H", "H", "H", "H", "H", "H", "H", "H", "H", "H", "H"],
  "xyz": [[0.37533, 1.20649, -1.85156], [-2.37937, 6.13035, 2.05045], [2.44664, 1.11863, 5.65085], [-3.43950, -2.88897, -4.59228], [-1.47100, -7.95956, -3.78861], [2.66386, -0.28963, 6.40259], [0.90234, 2.03531, -0.80830], [-3.99237, 6.05831, 2.03668], [-1.08202, 6.84099, 1.92654], [3.98234, 1.35554, 5.15082], [-2.11225, 5.02848, 3.23416], [1.80078, 2.44525, 5.48607], [-2.35275, 5.15938, 0.73521], [1.83696, 0.30023, 4.36431], [0.48999, 1.75857, -3.16615], [-0.45798, -1.99333, -0.94441], [0.98077, 0.61980, -6.76787], [-0.31414, -1.13648, -7.70874], [1.64325, -0.39992, -8.77665], [4.03795, -0.55298, 8.39850], [-0.33146, -7.15559, -3.91658], [1.03651, -1.60697, -4.26165], [-3.98884, -3.03577, -3.32363], [1.74489, -2.26874, 1.32766], [3.88928, -0.81930, 6.91278], [-1.27438, -3.06662, -1.13688], [-0.48291, -1.37747, 0.42703], [0.20772, -2.35885, 1.41020], [-5.38829, 6.76703, 3.90269], [-1.44538, 5.40156, -0.34222], [0.30685, -1.53793, -1.92979], [1.10578, 1.56328, 2.43659], [2.36135, -3.09683, 0.16174], [-3.84778, -4.46258, -2.82779], [-2.05088, 6.31107, 5.31679], [-1.33125, 5.36143, 4.38046], [1.00749, -2.20980, -5.48908], [1.24104, -0.37171, -1.70868], [-1.93034, -1.08598, 0.87757], [0.69418, 0.78380, 3.66851], [-1.40977, -3.73186, -2.32150], [5.05974, 2.63731, 6.93504], [-0.61285, -3.90431, -4.71425], [1.03407, -0.65897, -7.48649], [-0.60034, -3.27879, -3.42663], [4.67939, 2.55930, 5.47057], [-4.84788, 5.60855, 3.08558], [1.84318, -1.70702, -6.64371], [-2.41812, -4.85266, -2.28306], [-0.21369, 4.53521, -0.18352], [-1.37636, -5.13234, -5.16337], [0.18221, -3.33474, -5.68415], [0.24788, -2.14698, -3.21336], [-0.42793, -6.36527, -5.20589], [5.57567, 3.57330, 7.14880], [-2.38592, -2.00843, 1.24307], [-0.13196, -3.38315, 1.24708], [5.72294, 1.81395, 7.20595], [1.56895, -3.70428, -0.28811], [-5.06041, -2.83600, -3.43978], [-0.04959, -1.98518, 2.40453], [4.76028, -0.48034, 6.35857], [5.01503, -0.88301, 8.75202], [3.91814, 0.50736, 8.62250], [1.81542, -1.26512, -9.27275], [0.24300, 4.67680, 0.79725], [0.10902, -0.09286, 3.37214], [-0.47953, 3.49175, -0.25593], [-1.96751, 5.14145, -1.26597], [0.50211, 0.53248, -5.87831], [2.49837, 0.12349, -8.64207], [-2.97243, 5.86062, 5.69033], [1.55847, -0.43817, -0.66881], [-4.17223, -5.16486, -3.59843], [-0.93081, 0.98365, -1.50395], [3.26993, -1.08601, 8.95993], [-1.62690, -4.94879, -6.21261], [-2.51264, -0.60863, 0.08881], [-6.03524, 7.39583, 3.29016], [4.17494, 2.57576, 7.57456], [1.61475, 0.90973, 1.72335], [2.76094, -1.28114, -6.22524], [-1.84273, -3.39555, -0.27933], [-3.62219, -2.27995, -2.62385], [-0.78848, -7.04274, -5.98353], [3.83093, -1.89718, 6.75003], [2.16743, -2.55252, -7.25883], [-0.92820, -0.87958, -6.94883], [-2.12644, -5.76026, -2.79817], [1.91504, 0.96170, -6.56209], [-0.26925, -6.54888, -3.00985], [1.66510, -0.73353, -4.16065], [2.76311, -2.45663, -0.62991], [0.52696, 4.76292, -0.95080], [5.58370, 2.56028, 4.86053], [-1.18444, 6.45645, -0.41098], [-5.68072, 5.10733, 2.58818], [2.14623, -0.41942, -2.30356], [-0.66709, -0.79924, -8.59309], [-0.36260, 5.76896, 4.08739], [-1.42194, 6.55723, 6.17251], [-4.38284, 4.85802, 3.71948], [-1.13194, 4.42217, 4.89938], [3.17909, -3.73316, 0.49454], [-4.58050, 7.40159, 4.26818], [-1.83356, -0.43725, 1.75093], [-2.32597, -5.31649, -4.67873], [-2.31840, 7.23947, 4.80519], [0.57771, -6.02322, -5.46549], [2.19402, -2.63851, 2.25141], [-5.96619, 6.40202, 4.75240], [0.06116, 1.38355, 4.32089], [1.80469, 2.36175, 2.68192], [-2.57594, -5.13077, -1.23873], [0.21643, -3.78659, -6.67087], [0.03841, -0.42351, 0.46055], [4.10032, 3.43553, 5.17517], [0.51631, -7.84343, -3.96421], [2.05201, -1.22173, 1.25079], [0.23455, 2.00177, 1.94489], [-4.56852, -4.57868, -2.01259]],
  "relative_energy_kj_mol": 0.00,
  "homo_lumo_gap_ev": 7.544,
  "lumo_ha": -0.1438,
  "total_charge": 1
}

***

{
  "formula": "C35H68Br2F13N4O4P",
  "method": "ωB97M-V with the def2-TZVPD basis set",
  "elements": ["Br", "Br", "P", "F", "F", "F", "F", "F", "F", "F", "F", "F", "F", "F", "F", "F", "O", "O", "O", "O", "N", "N", "N", "N", "C", "C", "C", "C", "C", "C", "C", "C", "C", "C", "C", "C", "C", "C", "C", "C", "C", "C", "C", "C", "C", "C", "C", "C", "C", "C", "C", "C", "C", "C", "C", "C", "C", "C", "C", "H", "H", "H", "H", "H", "H", "H", "H", "H", "H", "H", "H", "H", "H", "H", "H", "H", "H", "H", "H", "H", "H", "H", "H", "H", "H", "H", "H", "H", "H", "H", "H", "H", "H", "H", "H", "H", "H", "H", "H", "H", "H", "H", "H", "H", "H", "H", "H", "H", "H", "H", "H", "H", "H", "H", "H", "H", "H", "H", "H", "H", "H", "H", "H", "H", "H", "H", "H"],
  "xyz": [[3.79452, -4.21298, 0.70060], [0.10012, -6.58572, 1.97584], [0.38678, -2.79967, 1.10300], [-4.67326, -1.64786, 1.67189], [-6.63676, -3.35739, -0.69929], [-1.20445, -3.32628, -1.47177], [-7.76980, -4.68656, 0.59967], [0.03189, -4.25808, -3.42198], [-4.49168, -5.51783, -0.16273], [-6.04719, -5.62287, -1.66913], [-6.74660, -2.88498, 2.06942], [-6.27955, -6.67686, 0.21436], [1.97035, -3.84349, -2.49559], [-4.18429, -2.91565, -0.01874], [-5.65610, -4.74977, 2.36588], [-0.08276, -1.48427, -1.58229], [-1.03378, -3.42568, 1.32259], [1.38025, -3.78609, 1.87031], [0.75918, -3.19105, -0.40985], [0.52126, -1.40199, 1.47332], [6.65520, -1.79327, 2.88537], [1.36112, 3.40460, 4.67313], [-3.00593, 4.15241, -7.73637], [-2.15886, 0.99774, -0.90058], [2.11436, -4.79419, 1.30563], [-2.10093, -2.59571, 1.83995], [-0.57910, 2.67775, 0.21981], [-2.53237, 3.39828, -10.05057], [0.97011, 2.00461, 4.65707], [-2.66071, 5.07231, -6.66744], [-2.80655, 3.06596, -2.26645], [-1.01865, 4.34840, 4.59770], [-1.41169, 4.76859, -5.83234], [1.76737, -6.07403, 1.25244], [5.75326, -0.79221, 2.34151], [-0.85681, 1.26627, -0.31085], [-3.55009, 2.86963, -7.32021], [-5.85001, -3.71227, 1.51109], [-4.48611, -2.94324, 1.30722], [0.41810, 4.32478, 4.05929], [1.06246, 3.82021, 7.18311], [8.14030, -3.71850, 2.39977], [-2.57032, 1.79306, -6.83387], [7.35188, -1.43287, 4.10906], [1.94703, 3.83216, 5.93023], [-3.25497, 1.08877, 0.04785], [8.58743, -0.53048, 3.99326], [-5.81928, -5.56820, -0.35717], [-6.52624, -4.30689, 0.24150], [0.65127, 1.49113, 3.26236], [0.03876, -2.82714, -1.52457], [-4.55495, 0.49976, -0.47878], [0.77290, -3.31404, -2.80907], [-2.02119, 4.10203, -8.80268], [-3.31835, -3.49299, 2.07973], [2.61016, -7.18354, 0.69409], [6.36327, 0.44343, 1.66969], [-2.40789, 1.58534, -2.20599], [7.46089, -2.46066, 1.87921], [0.53173, 2.87372, 7.29378], [-2.31730, -1.81677, 1.10691], [0.33774, 2.67043, 0.81340], [-3.20942, 3.29246, -3.25660], [2.34768, 4.83959, 5.78552], [-3.52603, 5.14705, -6.00265], [9.14826, -0.55563, 4.92956], [2.01685, -8.09013, 0.59236], [3.01519, -6.90847, -0.28117], [-2.54368, 6.06320, -7.11753], [-1.77544, 5.13702, -9.05618], [-3.19400, 1.00273, -2.69329], [-0.54338, 4.55379, -6.45646], [-1.96067, 3.73125, -2.09926], [5.58486, 0.98631, 1.13030], [-1.09702, 4.85943, 5.55636], [-3.57968, 3.30915, -1.53607], [-1.76224, -2.10898, 2.75428], [6.78403, -2.74102, 1.06609], [-2.94466, 0.52546, 0.93388], [8.61745, -4.24925, 1.57468], [-0.09722, 1.01008, -1.05513], [6.61974, -0.96627, 4.77291], [9.25889, -0.86626, 3.20140], [-4.28802, 3.06928, -6.53881], [-1.71316, 1.69640, -7.50220], [-0.72103, 0.55452, 0.51009], [8.91522, -3.49478, 3.13378], [-1.38445, 3.03424, 0.86390], [0.85018, 5.32667, 4.12690], [-1.66508, 4.87435, 3.89228], [-0.25357, 1.94887, 2.85677], [-4.98298, 1.09385, -1.28780], [5.11305, -1.30100, 1.61369], [2.81295, 3.18820, 6.11405], [-3.57034, -3.58707, 3.13544], [3.44253, -7.40236, 1.37026], [1.68300, 3.95488, 8.07129], [7.40969, -4.38411, 2.86199], [7.13559, 0.17275, 0.94814], [1.81069, 1.43457, 5.06309], [-4.39392, -0.51327, -0.84685], [1.47515, 1.69308, 2.57648], [0.32755, 4.62442, 7.17466], [7.65027, -2.35653, 4.61114], [0.49035, 0.41387, 3.27986], [-4.11969, 2.45891, -8.15721], [-1.51202, 1.42356, -2.81186], [8.32726, 0.50841, 3.79589], [6.79856, 1.13231, 2.39279], [-2.19468, 1.99327, -5.83102], [-3.09977, -4.49238, 1.69919], [-3.47682, 3.83532, -10.37752], [-1.07462, 3.62969, -8.49325], [-1.16393, 5.63372, -5.21398], [-5.29438, 0.45969, 0.32076], [-1.41877, 3.34051, 4.71856], [-1.56966, 3.92506, -5.16103], [-0.44086, 3.39988, -0.58411], [5.08851, -0.47057, 3.14787], [8.22408, -1.80543, 1.42873], [-3.07457, 0.82519, -6.80653], [-1.80614, 3.50328, -10.85759], [0.11107, 1.79302, 5.31538], [-3.44721, 2.11718, 0.39521], [0.37596, 4.09862, 2.99100], [0.92500, -2.47172, -3.48756], [-2.68566, 2.33093, -9.88761]],
  "smiles": "C/C(Br)=C(\\Br)O[P@](=O)(OCCC(F)(F)C(F)(F)C(F)(F)C(F)(F)F)OC(F)(F)C(F)F.CCN(CC)CC.CCN(CC)CC.CCN(CC)CC.CCN(CC)CC",
  "homo_lumo_gap_ev": 8.322,
  "lumo_ha": 0.0135
}

***

Number 1: energy -3625.7303 Ha. Number 2: energy -8682.0843 Ha.